Here is C38H48N3O2PTi as an isolated structure at a distorted geometry from OMol25. Energies are from ωB97M-V with the def2-TZVPD basis set.

Atoms and positions in Å:
Ti (-0.67501, -0.08652, -1.27103)
C (0.01491, -2.63437, -4.76630)
C (0.25733, -1.60481, -3.84274)
N (-0.69241, -1.03599, -3.13822)
C (-2.00091, -1.43623, -3.32451)
C (-2.32308, -2.48073, -4.19765)
C (-1.26691, -3.07635, -4.91939)
C (-3.68534, -2.85812, -4.34178)
C (-4.63967, -2.18679, -3.64415)
C (-4.31048, -1.10259, -2.78353)
C (-3.01688, -0.70261, -2.62163)
N (-2.50256, 0.34382, -1.84147)
C (-2.87268, 1.68097, -1.90139)
C (-4.10290, 2.23043, -2.11723)
C (-4.26824, 3.64346, -2.18213)
C (-3.21714, 4.49779, -2.07407)
C (-1.90892, 3.95989, -1.91021)
C (-0.73572, 4.73675, -1.94851)
C (0.49328, 4.13580, -1.92598)
C (0.55091, 2.74091, -1.80797)
N (-0.51957, 1.98067, -1.69984)
C (-1.75784, 2.57628, -1.78440)
H (0.83796, -3.06362, -5.31857)
H (1.26911, -1.25683, -3.66569)
H (-1.48700, -3.88411, -5.60873)
H (-3.94516, -3.66764, -5.01174)
H (-5.67763, -2.47531, -3.74724)
H (-5.09500, -0.60301, -2.23233)
H (-4.96437, 1.59050, -2.24496)
H (-5.26436, 4.03912, -2.33337)
H (-3.35135, 5.56937, -2.13885)
H (-0.81830, 5.81517, -2.02924)
H (1.40737, 4.70754, -1.99573)
H (1.51247, 2.23633, -1.79369)
C (-1.08615, -3.78407, -0.60225)
O (-0.74317, -2.39438, -0.60993)
C (-1.66200, -1.43211, -0.04208)
O (-2.59137, -1.78930, 0.60800)
H (-1.89234, -3.95079, 0.11001)
H (-1.40762, -4.08488, -1.60004)
H (-0.19858, -4.34372, -0.31315)
C (1.56216, -3.43465, 3.79498)
C (0.21554, -2.71587, 3.97832)
C (-0.15795, -1.88268, 2.74055)
C (1.12193, -1.30810, 2.11368)
C (1.92666, -2.47166, 1.49388)
C (1.78875, -3.76290, 2.32314)
P (0.88024, 0.03251, 0.89537)
C (0.29370, 1.52383, 1.80335)
C (-1.24497, 1.60054, 1.81167)
C (-1.69144, 2.75069, 2.70554)
C (-1.37069, 2.43523, 4.17736)
C (-0.15779, 1.50033, 4.31490)
C (0.87427, 1.76739, 3.22371)
C (2.56587, 0.55591, 0.36272)
C (3.62995, 0.68578, 1.47121)
C (5.05081, 0.78144, 0.88637)
C (5.02388, 1.45175, -0.48298)
C (4.27252, 0.57102, -1.49594)
C (3.13838, -0.22677, -0.82571)
H (1.59118, -4.33802, 4.40457)
H (2.38379, -2.80304, 4.14867)
H (0.24892, -2.07532, 4.86364)
H (-0.57233, -3.45053, 4.15824)
H (-0.87597, -1.11141, 3.01267)
H (-0.66193, -2.50605, 2.00690)
H (1.69909, -0.85460, 2.92443)
H (2.98086, -2.20083, 1.42290)
H (1.57787, -2.64892, 0.47127)
H (2.68142, -4.37527, 2.19166)
H (0.94946, -4.36090, 1.95526)
H (0.63641, 2.33811, 1.15490)
H (-1.68571, 0.66624, 2.16827)
H (-1.62723, 1.73032, 0.79496)
H (-2.75687, 2.94558, 2.58063)
H (-1.17087, 3.66200, 2.39145)
H (-2.23842, 1.97301, 4.65085)
H (-1.18333, 3.36463, 4.71933)
H (-0.47590, 0.45415, 4.26655)
H (0.30368, 1.62751, 5.29493)
H (1.77015, 1.17420, 3.39586)
H (1.19720, 2.81097, 3.29749)
H (2.36917, 1.56851, -0.01235)
H (3.57303, -0.16026, 2.15717)
H (3.42231, 1.57763, 2.06452)
H (5.48774, -0.21777, 0.79218)
H (5.69497, 1.33103, 1.57295)
H (6.03415, 1.65327, -0.83973)
H (4.53660, 2.42871, -0.39029)
H (4.97409, -0.12708, -1.95668)
H (3.87837, 1.18828, -2.30812)
H (3.51372, -1.19002, -0.47743)
H (2.35990, -0.47784, -1.55605)

Cartesian forces, eV/Å:
0.70 -0.75 0.79
0.11 0.17 0.12
0.18 -0.20 -0.07
-0.52 -0.31 -0.55
0.14 0.31 0.00
-0.17 -0.14 -0.07
-0.10 -0.18 -0.13
0.22 -0.03 -0.05
-0.08 0.26 0.22
-0.37 -0.20 -0.11
0.37 0.38 -0.01
-0.24 0.12 -0.46
0.35 -0.36 -0.01
-0.37 0.36 -0.03
-0.15 -0.37 -0.01
0.28 -0.01 0.06
-0.23 0.25 0.01
-0.01 0.21 0.03
0.02 -0.14 0.00
0.22 0.14 0.15
-0.33 0.82 -0.03
0.14 -0.41 -0.30
-0.01 0.01 0.00
0.02 -0.02 0.00
-0.02 0.03 0.02
0.01 0.01 0.02
0.01 0.04 0.03
-0.03 -0.03 -0.03
-0.02 0.06 0.01
0.01 -0.03 0.00
0.02 -0.01 -0.01
-0.01 -0.04 -0.02
0.00 -0.01 -0.01
-0.05 0.02 0.02
-0.04 0.10 -0.04
0.01 0.29 -0.03
-0.13 -0.39 0.43
-0.07 -0.04 0.01
-0.01 -0.02 0.02
-0.01 -0.03 -0.01
-0.01 -0.04 0.00
0.00 0.01 0.02
-0.01 0.01 -0.03
0.08 0.02 0.03
-0.08 -0.24 0.09
-0.01 -0.02 -0.02
-0.01 0.02 -0.02
0.00 0.26 -0.25
-0.10 0.10 0.19
-0.03 -0.09 0.02
0.03 0.00 0.05
0.01 -0.01 0.01
-0.04 -0.02 0.01
-0.05 0.08 -0.06
0.25 0.13 0.03
0.05 0.04 -0.04
0.00 -0.05 -0.02
-0.03 0.02 -0.01
0.04 -0.03 0.03
0.03 -0.07 0.09
0.01 0.00 -0.01
-0.02 -0.01 -0.01
0.03 0.00 -0.02
0.00 0.02 -0.01
0.00 0.01 -0.02
0.00 -0.08 -0.01
0.08 -0.04 0.01
0.04 0.05 0.04
0.00 -0.01 0.02
0.00 -0.01 0.00
-0.01 0.03 0.02
0.02 0.03 -0.02
-0.01 -0.01 0.01
0.03 0.03 -0.04
-0.01 -0.01 0.00
0.00 -0.02 -0.01
0.00 -0.01 0.01
0.00 -0.01 -0.02
0.00 0.10 0.00
0.00 0.00 0.01
-0.01 -0.04 0.03
-0.03 -0.02 -0.03
-0.02 -0.01 0.06
0.03 -0.02 0.02
0.00 0.02 -0.04
-0.02 0.02 -0.03
0.00 -0.01 0.01
-0.01 -0.02 -0.01
0.00 -0.02 0.00
-0.02 -0.01 -0.02
-0.02 0.02 0.02
0.02 0.00 0.01
-0.08 0.05 -0.06

Summary:
total energy	-81151.7589	eV
max |F|	1.29	eV/Å
<S²>	0.7553
charge	+1
energy above the lowest of the compared OMol25 structures with the same formula, charge and spin	1.368	eV
gap between HOMO and LUMO (spin up / spin down)	6.9 / 7.0	eV
multiplicity	2

Here are the Mulliken charges for atoms 1 to 4, given in e: Ti -1.110; C -1.152; C -0.074; N 0.364

=====

Here is C38H49Br2HfNO4S2 as an isolated structure from OMol25. Energies are from ωB97M-V with the def2-TZVPD basis set.

Atoms and positions in Å:
Hf (-1.54468, -0.72436, 0.04606)
C (3.72248, 4.05509, -4.11030)
C (2.61151, 4.36909, -3.10666)
C (3.24447, 5.04342, -1.87979)
C (1.61444, 5.33114, -3.76935)
C (1.87011, 3.11242, -2.65702)
C (0.82862, 3.22135, -1.74126)
C (0.18559, 2.07154, -1.35523)
Br (-1.22485, 2.10910, -0.04435)
C (0.49033, 0.79442, -1.81589)
O (-0.18693, -0.24950, -1.30851)
C (1.53798, 0.66454, -2.73813)
C (2.18882, 1.83904, -3.11948)
C (2.06229, -0.65901, -3.32039)
C (3.47297, -0.89164, -2.75323)
C (2.13078, -0.54274, -4.85200)
C (1.22390, -1.90772, -3.01358)
H (4.21561, 4.98369, -4.39695)
H (3.32905, 3.59702, -5.01948)
H (4.48108, 3.39798, -3.68033)
H (3.78550, 5.93933, -2.18612)
H (3.95168, 4.36764, -1.39400)
H (2.49397, 5.34341, -1.14677)
H (2.13114, 6.23403, -4.09650)
H (0.82186, 5.63167, -3.08259)
H (1.15283, 4.86600, -4.64189)
H (0.52447, 4.17649, -1.33472)
H (3.00411, 1.74528, -3.82094)
H (4.14744, -0.07536, -3.01257)
H (3.89222, -1.81644, -3.15372)
H (3.43790, -0.97083, -1.66258)
H (2.78828, 0.26023, -5.18175)
H (1.13767, -0.36179, -5.26710)
H (2.51361, -1.47363, -5.27227)
H (1.21553, -2.14417, -1.94924)
H (1.66745, -2.75326, -3.54182)
H (0.19466, -1.79526, -3.35754)
O (-1.44716, -0.30618, 2.16510)
S (-2.46747, -0.72104, 3.23701)
C (-1.84696, -2.29519, 3.90431)
C (-0.50759, -2.27358, 4.62811)
C (0.72846, -2.08870, 3.73777)
C (0.99770, -3.29713, 2.83052)
S (1.08098, -2.92991, 1.05457)
O (-0.28215, -2.29350, 0.75202)
C (2.32085, -1.64074, 1.10100)
C (2.02840, -0.30673, 0.87191)
C (3.05583, 0.62463, 0.94082)
C (4.34773, 0.21834, 1.24132)
C (4.62777, -1.12672, 1.45027)
C (3.61457, -2.06860, 1.37324)
C (-2.16345, 0.39424, 4.57761)
C (-0.99451, 1.14358, 4.62139)
C (-0.79268, 1.99462, 5.69424)
C (-1.74694, 2.08017, 6.70336)
C (-2.91248, 1.33072, 6.64095)
C (-3.13416, 0.48425, 5.56448)
H (-1.86456, -2.96416, 3.03934)
H (-2.64487, -2.61402, 4.57948)
H (-0.41632, -3.21783, 5.17166)
H (-0.52538, -1.49185, 5.38922)
H (1.59221, -1.94629, 4.38661)
H (0.63716, -1.17478, 3.15051)
H (0.23483, -4.07473, 2.91351)
H (1.95778, -3.77286, 3.03598)
H (1.05549, 0.00940, 0.52917)
H (2.84156, 1.66538, 0.73368)
H (5.14389, 0.94847, 1.29211)
H (5.63879, -1.44635, 1.66211)
H (3.83816, -3.12026, 1.51222)
H (-0.27257, 1.07030, 3.81841)
H (0.10618, 2.59345, 5.74455)
H (-1.58221, 2.74674, 7.53901)
H (-3.65612, 1.41543, 7.42099)
H (-4.05172, -0.08800, 5.48700)
C (-5.14500, 1.09687, -0.46939)
C (-4.65857, 0.17210, 0.63152)
C (-5.66035, -0.92581, 0.94967)
O (-3.42515, -0.43461, 0.25540)
H (-6.07508, 1.57707, -0.16694)
H (-5.32659, 0.52892, -1.38183)
H (-4.40643, 1.87250, -0.67754)
H (-4.47293, 0.76657, 1.53505)
H (-5.88585, -1.48968, 0.04327)
H (-6.58789, -0.50640, 1.33753)
H (-5.24637, -1.60292, 1.69848)
Br (-2.92025, -0.41543, -3.07205)
C (-2.80821, -2.20982, -2.55155)
C (-3.29159, -3.19343, -3.39484)
C (-3.19458, -4.51067, -2.98791)
C (-2.61954, -4.79477, -1.75715)
C (-2.15994, -3.75177, -0.98676)
N (-2.24603, -2.46048, -1.36701)
H (-3.73013, -2.92086, -4.34326)
H (-3.56387, -5.30396, -3.62367)
H (-2.52666, -5.81045, -1.40174)
H (-1.70192, -3.93175, -0.02692)

Cartesian forces, eV/Å:
-0.29 -0.20 -0.18
-0.05 0.01 0.05
0.02 0.06 0.00
-0.02 -0.04 -0.05
0.03 -0.04 0.02
0.11 -0.09 -0.11
-0.18 0.05 0.16
-0.15 -0.10 0.13
0.05 0.20 -0.01
0.36 -0.17 -0.35
-0.16 0.08 0.16
-0.18 -0.10 0.09
0.00 0.14 0.03
0.06 -0.04 -0.02
-0.05 0.01 -0.01
0.01 0.00 0.04
-0.01 0.12 0.02
0.01 0.00 -0.01
0.01 -0.01 -0.01
0.01 -0.01 -0.02
0.00 0.01 0.01
0.01 0.02 0.02
0.00 0.00 0.01
-0.01 0.01 0.00
0.00 0.01 0.00
-0.01 0.02 0.00
0.02 0.01 -0.02
-0.01 0.02 0.02
0.02 -0.01 0.01
0.00 0.00 0.00
0.03 0.00 -0.02
-0.01 -0.03 -0.02
0.01 0.00 -0.02
0.00 0.00 -0.01
-0.02 -0.01 0.03
0.00 0.01 0.00
-0.03 -0.02 0.03
0.36 0.04 -0.30
-0.22 -0.08 0.36
0.06 0.17 0.04
0.10 -0.01 -0.11
-0.08 -0.03 0.09
-0.03 0.15 -0.17
0.28 -0.11 0.24
0.00 0.20 0.10
-0.23 -0.02 -0.04
0.13 -0.07 -0.17
0.01 0.01 -0.01
-0.04 0.01 0.00
0.01 -0.01 0.01
0.02 -0.02 -0.01
0.12 0.03 -0.03
0.00 -0.06 -0.11
-0.07 0.00 0.08
0.09 0.03 -0.02
-0.03 -0.03 -0.01
-0.06 -0.06 -0.05
-0.02 -0.01 0.00
-0.04 0.01 -0.03
-0.04 0.00 0.01
0.02 -0.01 -0.01
0.02 0.01 -0.02
-0.03 -0.02 -0.02
0.00 -0.01 -0.05
0.00 -0.03 0.01
0.00 0.00 0.29
0.00 0.00 -0.01
0.01 -0.01 0.00
0.00 0.00 0.00
0.02 0.00 0.00
0.01 0.02 0.02
0.00 0.00 0.00
-0.01 0.00 0.00
-0.01 -0.01 0.00
-0.01 0.02 0.05
0.10 -0.05 0.08
-0.26 -0.06 -0.08
0.15 0.09 -0.02
0.10 0.11 0.06
0.00 0.02 -0.01
-0.04 0.02 -0.01
-0.03 0.01 -0.03
0.05 -0.02 0.01
-0.02 -0.05 0.03
-0.01 0.02 -0.02
-0.05 -0.04 -0.01
0.01 0.21 -0.12
0.09 0.00 0.12
-0.02 0.00 -0.04
-0.01 0.01 0.00
-0.01 -0.01 0.00
-0.06 0.03 -0.05
0.08 -0.31 0.00
0.00 0.01 0.00
0.00 0.00 0.00
0.01 0.00 0.01
0.00 -0.01 0.01

Summary:
total energy	-212935.6831	eV
max |F|	0.52	eV/Å
charge	+2
energy above the lowest of the compared OMol25 structures with the same formula, charge and spin	0.000	eV
gap between HOMO and LUMO	8.1	eV

Here are the Mulliken charges for atoms 1 to 4, given in e: Hf -0.637; C -2.039; C 1.854; C -1.607

=====

Which formula does entry 2 have? C38H49Br2HfNO4S2

=====

Which of these has the highest energy above the lowest of the compared OMol25 structures with the same formula, charge and spin? C38H48N3O2PTi

=====

Which of these has the highest total energy? C38H48N3O2PTi